Record 1
Computed, not measured: a 4-piece molecular cluster, C20H45BrNO10 overall, with wB97M-V/def2-TZVPD.

Its energy above the lowest of the compared OMol25 structures with the same formula, charge and spin is 0.0 kJ/mol.

ORCA input file:
```
! wB97M-V def2-TZVPD RIJCOSX def2/J DEFGRID3
* xyz -1 1
N 1.86413 -4.91691 -2.10444
C 3.07847 -5.63439 -2.29064
C 3.87835 -4.96084 -3.40345
O 3.69557 -4.86443 -4.56027
Br 5.49915 -3.88133 -2.66919
H 1.32443 -5.02042 -2.96723
H 3.70726 -5.59992 -1.38930
H 3.04948 -6.70109 -2.64003
C 0.18173 3.23449 -0.06150
O 0.45644 1.91158 0.30951
C -0.72162 1.15018 0.50334
C -0.43849 -0.33378 0.47323
O -0.27254 -0.86615 -0.81633
C 1.03648 -0.76179 -1.37106
C 2.02139 -1.78273 -0.86233
O 2.52183 -1.40381 0.42516
C 3.17409 -2.49690 1.02699
H -0.40273 3.76186 0.70584
H 1.13617 3.74317 -0.18717
H -0.37440 3.28203 -1.00711
H -1.45336 1.38643 -0.28232
H -1.16568 1.39885 1.47980
H -1.32896 -0.82672 0.87833
H 0.41550 -0.56583 1.11767
H 1.42743 0.25257 -1.23575
H 0.90369 -0.95080 -2.43778
H 2.85379 -1.84874 -1.57428
H 1.56452 -2.77576 -0.84070
H 2.49159 -3.34337 1.16924
H 3.54888 -2.16282 1.99593
H 4.01531 -2.85085 0.41777
C -0.99020 4.54432 -3.84963
O -0.62607 3.18987 -3.88008
C -1.69416 2.33630 -3.51638
C -1.41366 0.90721 -3.91011
O -1.60125 0.64458 -5.29053
C -0.52124 0.96688 -6.15116
C 0.61310 -0.02971 -6.09743
O 1.40228 0.20459 -4.95609
C 2.22132 -0.89920 -4.61779
H -1.30653 4.85980 -2.84638
H -0.11460 5.12306 -4.13815
H -1.80940 4.75827 -4.54808
H -2.62046 2.66864 -4.00561
H -1.85046 2.37282 -2.42785
H -2.14648 0.28204 -3.39606
H -0.41481 0.61514 -3.57946
H -0.13751 1.97132 -5.94993
H -0.94554 0.94434 -7.15737
H 1.21954 0.06298 -7.01217
H 0.19318 -1.04427 -6.07322
H 1.61853 -1.79018 -4.41397
H 2.76604 -0.63048 -3.71585
H 2.94024 -1.14114 -5.40854
C -4.26017 -1.56500 4.80398
O -3.06413 -0.95084 5.21553
C -2.07139 -0.98972 4.20558
C -0.95864 -0.01450 4.49666
O -1.28076 1.33265 4.19809
C -2.07834 2.04166 5.12240
C -1.32848 2.51925 6.34345
O -1.16318 1.47476 7.28172
C -0.19162 1.77845 8.25082
H -4.11012 -2.62290 4.55546
H -4.96327 -1.49464 5.63202
H -4.68688 -1.06648 3.92518
H -2.51514 -0.74308 3.23198
H -1.64314 -1.99922 4.13473
H -0.13373 -0.25944 3.82470
H -0.61563 -0.12477 5.52881
H -2.95637 1.46414 5.42572
H -2.41212 2.92967 4.58089
H -1.88885 3.34821 6.80197
H -0.34939 2.90455 6.02872
H 0.79288 1.94067 7.79601
H -0.13500 0.93097 8.93100
H -0.45627 2.67667 8.82451
*
```

=====

Record 2
Computed, not measured: C18H27BF4NOPdSbSi as an isolated structure, with wB97M-V/def2-TZVPD.

Its energy above the lowest of the compared OMol25 structures with the same formula, charge and spin is 85.1 kJ/mol.

ORCA input file:
```
! wB97M-V def2-TZVPD RIJCOSX def2/J DEFGRID3
* xyz -2 1
Pd -0.27292 -0.18895 -1.23231
C -4.95063 0.67275 -1.12315
Si -3.09965 0.42801 -1.47923
C -2.78600 1.32690 -3.10993
C -2.81551 -1.39023 -1.83302
N -2.03991 1.04491 -0.33339
C -2.04588 1.55700 0.89968
C -3.18629 2.08813 1.55912
C -3.13677 2.63852 2.83414
C -1.94926 2.69066 3.54690
C -0.79381 2.18132 2.94201
C -0.84442 1.64481 1.67646
O 0.28747 1.22232 1.00515
C 1.41278 0.86495 1.67863
C 1.40779 -0.25342 2.50619
C 2.58146 -0.63090 3.13693
C 3.75647 0.09053 2.94311
C 3.75596 1.18170 2.08477
C 2.58342 1.57107 1.44728
H -5.57157 0.23159 -1.91042
H -5.18323 1.74138 -1.06104
H -5.23267 0.21525 -0.16931
H -3.39607 0.94063 -3.93544
H -1.73020 1.19170 -3.35788
H -2.97687 2.40025 -3.00576
H -3.39562 -1.72030 -2.70298
H -3.04120 -2.03721 -0.98152
H -1.73940 -1.55297 -2.05900
H -4.12945 2.04638 1.02763
H -4.04792 3.03013 3.27725
H -1.90399 3.12059 4.54002
H 0.15065 2.20050 3.47375
H 0.50142 -0.84053 2.59785
H 2.58167 -1.51295 3.76539
H 4.66966 -0.21120 3.44164
H 4.67148 1.73379 1.90584
H 2.55202 2.40693 0.75961
C 2.53508 -1.85573 -3.82831
Sb 1.95401 -0.65580 -2.12033
C 3.62544 0.70749 -2.38036
C 3.02700 -1.86092 -0.70246
H 3.59428 -2.11204 -3.74881
H 2.36121 -1.30811 -4.75672
H 1.93960 -2.76950 -3.83870
H 4.48331 0.15882 -2.77819
H 3.88543 1.12332 -1.40486
H 3.36708 1.52227 -3.05884
H 3.98911 -2.18912 -1.10553
H 2.40871 -2.71897 -0.43509
H 3.18970 -1.26456 0.19781
F 0.96941 -4.50727 0.72202
B -0.20774 -3.77768 1.03780
F -0.22970 -2.58928 0.28536
F -1.33839 -4.56607 0.74058
F -0.19657 -3.46088 2.41968
*
```

=====

Number 1: energy -113472.5463 eV, HOMO level -2.90 eV. Number 2: energy -52091.2991 eV, HOMO level -0.70 eV.